16
Properties=species:S:1:pos:R:3:nbo_charge:R:1 method="wB97M-V/def2-TZVPD" largest_force_ha_per_bohr=0.0460 homo_ha=-0.538 charge=+1 e_above_lowest_kcal_mol=17.1
H -2.068 -1.487 0.305 0.207
N 1.598 0.272 -0.246 -0.697
H 1.685 -0.335 -2.181 0.243
H 0.821 2.433 -1.414 0.424
C -1.804 -1.522 2.394 -0.614
H 1.251 0.996 0.369 0.413
N 1.027 1.643 -2.016 -0.696
H -2.807 -1.938 2.548 0.226
C -1.828 -0.748 1.094 -0.602
C 1.384 0.491 -1.532 0.414
H -2.528 0.084 0.957 0.221
H -0.891 -0.351 0.681 0.144
H 1.456 -0.669 0.100 0.446
H -1.598 -0.806 3.204 0.208
H -1.108 -2.338 2.443 0.212
H 0.667 1.829 -2.944 0.453

---

16
Properties=species:S:1:pos:R:3:nbo_charge:R:1 method="wB97M-V/def2-TZVPD" largest_force_ha_per_bohr=0.0431 homo_ha=-0.540 charge=+1 e_above_lowest_kcal_mol=19.9
C -1.367 -0.243 1.069 -0.602
C -2.638 -0.407 0.236 -0.613
N 1.971 0.953 0.362 -0.707
N 1.863 -0.668 -1.292 -0.700
H 1.404 1.340 -1.580 0.237
H 2.477 -1.314 -0.825 0.432
H -3.212 -1.326 0.235 0.230
H 2.080 0.260 1.095 0.438
H 1.935 -0.697 -2.306 0.434
H -0.520 -0.861 0.738 0.168
H -1.538 -0.447 2.128 0.221
H -3.266 0.468 0.364 0.220
H -0.914 0.749 1.020 0.189
H -2.293 -0.288 -0.802 0.189
H 2.297 1.901 0.435 0.444
C 1.721 0.580 -0.878 0.422